(1)
Computed, not measured: a structure of composition C22H28N5O3ReS, with ωB97M-V/def2-TZVPD.

XYZ file:
```
60
Properties=species:S:1:pos:R:3
N -3.347 -1.741 -0.079
H 3.438 4.010 -1.770
N -2.822 4.889 2.886
C 4.030 2.358 1.131
N 2.295 -3.256 0.731
H 3.190 -2.461 -1.006
C -2.189 3.927 2.230
H 4.314 -3.196 0.160
H 0.298 1.651 2.568
H -4.570 -3.324 0.565
C 3.335 -3.278 -0.311
C -2.211 -1.255 0.325
H 2.752 0.807 1.871
H -0.860 2.529 -4.771
H 0.898 -2.298 2.922
H -3.310 4.117 0.373
C -0.506 2.216 2.112
C -2.522 3.589 0.894
C 1.461 -2.265 0.836
H -1.581 0.761 -2.987
H -2.572 5.136 3.830
O -0.379 -1.063 1.867
C 2.931 1.537 1.090
H -4.492 -0.983 -1.676
H 3.274 -4.227 -0.838
H -5.288 -1.714 0.689
O -1.381 -0.723 -0.489
C -4.371 -2.286 0.824
C 0.415 -2.258 1.945
H 4.729 2.287 1.951
H 2.480 -5.303 1.092
C -3.716 -1.727 -1.502
H -2.053 -2.222 2.275
H 3.162 -4.272 2.356
H 5.075 3.931 0.097
C 4.218 3.271 0.094
C -1.139 3.181 2.828
C -0.725 1.412 -2.887
H -0.221 -3.137 1.838
C -1.834 2.613 0.246
S 1.041 3.206 -3.414
H -0.830 3.381 3.845
Re 0.291 0.397 -0.065
H -2.848 -1.512 -2.113
N -0.823 1.907 0.824
H -2.273 -0.470 2.327
N 2.032 1.594 0.089
C 3.307 3.322 -0.946
O 1.520 -1.261 0.046
H -2.061 2.367 -0.782
H -3.557 5.426 2.454
C 1.194 2.350 -1.957
H -4.111 -2.709 -1.759
C -0.367 2.324 -3.833
C -1.787 -1.286 1.789
C 2.328 -4.391 1.664
C 2.218 2.467 -0.935
H 1.404 -4.489 2.224
H -4.075 -2.221 1.864
C 0.181 1.420 -1.788
```

Summary:
Highest occupied orbital energy (alpha / beta) (eV): -16.3272 / -16.5939
Total charge: +3
Relative energy (zero: lowest compared OMol25 entry of this formula, charge and spin) (eV): 0.000
Multiplicity: 4



(2)
Computed, not measured: a cluster of 2 separate species, C3H10N3O2 in total at a distorted geometry, with ωB97M-V/def2-TZVPD.

XYZ file:
```
18
Properties=species:S:1:pos:R:3
N 1.144 0.477 -0.265
N 0.928 1.136 -2.489
C 1.952 0.168 0.914
C -2.611 -0.380 1.018
C 1.629 0.619 -1.479
H 1.369 1.328 -3.380
N -1.875 -1.318 1.677
H -1.247 -1.850 1.079
H 2.014 1.144 1.446
H 1.498 -0.594 1.506
H 2.614 0.191 -1.671
H -1.460 -0.928 2.488
H -3.185 -1.779 -0.194
H 2.922 -0.230 0.596
O -3.009 -0.820 -0.246
H 0.183 0.685 -0.107
O -2.833 0.753 1.422
H -0.033 1.398 -2.316
```

Summary:
Highest occupied orbital energy (alpha / beta) (eV): -18.5475 / -18.5474
Total charge: +2
Relative energy (zero: lowest compared OMol25 entry of this formula, charge and spin) (eV): 1.051
Multiplicity: 2



(3)
Computed, not measured: an isolated molecule of C3H3FN4 at a distorted geometry, with ωB97M-V/def2-TZVPD.

XYZ file:
```
11
Properties=species:S:1:pos:R:3
C -1.446 -0.152 0.454
N 2.133 -0.315 -0.210
N 1.747 0.854 -0.383
C -1.052 1.181 0.177
N 0.317 0.757 0.052
N 1.211 -1.271 0.221
H -1.407 1.694 -0.653
H -1.025 1.807 1.075
F -2.158 -0.674 -0.681
C 0.141 -0.534 0.463
H -1.855 -0.585 1.375
```

Summary:
SMILES string: F[C@@H]1Cn2nnnc21
Highest occupied orbital energy (eV): -10.7968
Relative energy (zero: lowest compared OMol25 entry of this formula, charge and spin) (eV): 2.751
Multiplicity: 1



(4)
Computed, not measured: a structure of composition C49H60BClCoF6N2O11S2, with ωB97M-V/def2-TZVPD.

XYZ file:
```
133
Properties=species:S:1:pos:R:3
O -1.078 -1.439 -3.942
C 4.074 4.080 -1.301
H -3.564 5.660 -1.035
C -0.677 1.313 7.875
O 1.587 -3.810 -3.826
O 1.308 -1.229 0.288
S -1.317 -4.546 -0.447
H -0.521 1.960 8.742
F -3.006 -6.292 0.688
H 2.440 -0.194 7.772
C 1.538 0.595 -1.170
C -0.491 -0.785 5.808
H 1.014 2.888 6.287
C -3.431 -4.249 -4.218
C 6.002 2.619 -1.873
C -4.647 -0.310 0.472
H -3.176 6.531 -2.521
C -1.453 4.828 -3.637
H 3.855 -1.488 2.379
H -4.557 -0.930 -0.421
H 6.016 -0.674 1.072
H 4.307 3.979 -0.237
C 1.452 0.030 8.184
H 0.923 -0.916 8.322
H -1.165 5.761 -0.313
C 0.896 -2.911 -3.376
H 4.432 2.091 -4.115
C -1.907 3.424 -1.606
C 4.497 2.814 -2.064
C 2.182 -0.372 -0.380
H -1.465 -2.287 4.573
H -6.614 1.180 -0.359
H -3.835 1.677 2.156
H 4.476 -3.078 1.913
H -4.005 4.970 -2.611
H 2.815 -2.691 1.572
C -2.225 -3.565 -4.125
C 3.559 -0.474 -0.269
H -1.515 5.835 -4.061
H 2.003 1.302 4.784
C -1.874 4.851 -2.159
C -0.820 1.291 -1.278
C -0.861 5.685 -1.360
C -3.174 1.594 -0.516
C 4.289 -1.732 0.245
O 0.023 -1.686 2.275
H 4.603 4.955 -1.690
F -3.857 -4.398 0.128
C -3.241 5.537 -2.072
H -1.074 -1.049 6.683
H 0.805 -1.220 -4.630
F 1.208 -6.934 -0.847
C -5.676 1.559 -0.777
C 1.006 -0.177 3.627
H -3.444 -5.331 -4.213
H -3.894 -0.647 1.180
C -3.363 0.053 -4.208
H -2.912 0.449 -3.297
C 0.463 0.231 5.903
H 5.359 0.564 -0.744
H 1.583 0.501 9.165
B 1.028 -1.016 1.610
C -3.052 2.893 -0.963
C -2.217 -2.180 -4.092
H -4.368 0.464 -4.311
C 0.134 -2.047 -4.394
C -0.724 -1.498 4.632
H 2.999 4.256 -1.392
C 1.238 0.538 4.777
C 1.468 2.255 7.055
C 3.817 -2.263 1.608
H 4.866 3.805 -3.956
H 6.251 -1.246 -0.598
H -1.214 0.427 8.218
C 1.781 -6.309 0.162
H 0.070 3.003 -2.247
N 0.167 0.390 -1.282
C -3.403 -1.451 -4.185
C 4.283 0.581 -0.838
O 1.462 -4.927 2.285
C -4.637 1.960 1.471
H -2.752 0.408 -5.042
H 2.997 -3.010 -0.991
H -5.535 -1.603 -4.325
C -4.507 1.185 0.151
H -0.789 6.696 -1.775
H 6.531 3.500 -2.247
H 4.515 -2.536 -1.769
C 4.061 -2.827 -0.817
C -0.802 2.622 -1.739
H -0.426 4.478 -3.761
O -1.204 -5.631 -1.369
H -0.047 -2.627 -5.294
H -1.307 -4.130 -4.017
H 6.270 -2.394 0.736
O -0.383 -6.439 1.612
C -2.775 -4.992 0.655
H -3.904 3.545 -0.821
C -4.600 -2.147 -4.268
H -2.106 4.168 -4.214
C 0.041 -1.162 3.545
C 0.674 0.956 7.237
F -2.602 -4.524 1.892
H -5.535 1.112 -1.765
N -0.047 -4.236 0.436
H 2.505 2.059 6.775
H -5.781 2.639 -0.902
F 2.680 -5.441 -0.304
O -2.026 -0.492 -0.345
O -1.808 -3.262 -0.970
F 2.406 -7.216 0.932
H -5.595 1.731 1.949
H -5.637 -0.473 0.911
H 1.848 2.358 -2.340
C 5.795 -1.482 0.366
C -2.050 0.733 -0.696
O 1.636 -0.052 2.407
C 2.316 1.604 -1.727
H 3.188 3.295 -3.755
H 1.478 2.813 7.994
S 0.589 -5.437 1.271
O 0.808 -2.558 -2.140
Co -0.499 -1.582 -1.033
H 6.365 1.745 -2.423
Cl -6.136 -4.381 -4.378
C 4.226 3.011 -3.562
C 3.691 1.632 -1.527
H 0.133 5.231 -1.389
H 4.516 -3.766 -0.487
H -4.583 3.040 1.310
C -4.609 -3.534 -4.281
H -1.313 1.841 7.160
H 6.261 2.497 -0.817
```

Summary:
Highest occupied orbital energy (alpha / beta) (eV): -5.1367 / -5.9102
Total charge: -1
Relative energy (zero: lowest compared OMol25 entry of this formula, charge and spin) (eV): 0.000
Multiplicity: 5



(5)
Computed, not measured: an isolated molecule of C5H6N2O at a distorted geometry, with ωB97M-V/def2-TZVPD.

XYZ file:
```
14
Properties=species:S:1:pos:R:3
H -2.762 0.770 0.831
C 1.344 1.259 0.093
C -0.409 -0.525 -0.195
C 1.888 -1.242 -0.004
H -2.555 0.673 -0.754
H 2.719 -1.915 -0.214
C -2.718 -0.017 0.041
C 2.235 0.173 -0.035
O -0.040 0.870 -0.208
H 1.691 2.384 0.536
H -3.753 -0.268 -0.205
N -1.597 -0.819 0.094
H 3.363 0.224 -0.077
N 0.593 -1.568 0.095
```

Summary:
SMILES string: C/N=c1/nccco1
Highest occupied orbital energy (eV): -8.6533
Relative energy (zero: lowest compared OMol25 entry of this formula, charge and spin) (eV): 4.126
Multiplicity: 1



(6)
Computed, not measured: a cluster of 2 separate species, C3H7IOS2 in total at a distorted geometry, with ωB97M-V/def2-TZVPD.

XYZ file:
```
14
Properties=species:S:1:pos:R:3
H 3.682 -0.975 1.635
C -1.956 0.336 -0.273
H -0.079 -0.775 -3.055
H -1.881 1.361 -0.281
C -1.311 -0.396 -1.388
S 1.606 -0.004 1.750
H -1.664 0.203 0.793
O 2.760 -1.166 1.740
H 0.232 0.815 -2.169
C -0.332 -0.140 -2.250
I 1.171 0.327 4.259
H -2.979 0.179 -0.307
H -1.694 -1.318 -1.526
S 2.445 1.551 1.074
```

Summary:
Highest occupied orbital energy (eV): -9.1323
Relative energy (zero: lowest compared OMol25 entry of this formula, charge and spin) (eV): 0.713
Multiplicity: 1



- Which formula does entry 4 have?
  C49H60BClCoF6N2O11S2